Model 1:
A structure of composition C6H16N2O, computed with ωB97M-V/def2-TZVPD.

```
25
Properties=species:S:1:pos:R:3
O -0.107 2.315 -1.684
N 1.645 -1.478 -0.484
N -2.133 0.295 0.535
C 1.063 -0.731 0.600
C -1.143 0.505 -0.493
C 1.635 0.574 0.865
C -1.374 -0.170 -1.834
C 0.583 -1.540 1.793
C -0.539 1.775 -0.467
H -2.500 -0.649 0.543
H 0.515 3.026 -1.503
H -0.016 -0.924 2.463
H -2.908 0.945 0.474
H -2.248 0.255 -2.337
H 0.865 1.364 0.267
H -1.543 -1.238 -1.688
H 1.550 0.936 1.884
H 2.635 0.740 0.463
H 1.431 -1.947 2.354
H -0.034 -2.381 1.468
H 1.505 -2.479 -0.421
H -0.509 -0.042 -2.482
H -0.107 -0.306 0.042
H 2.639 -1.342 -0.621
H -0.902 2.496 0.263
```

Values from the calculation:
Frontier orbital gap   7.9 eV
LUMO energy   0.907 eV



Model 2:
A structure of composition C6H16N2O, computed with ωB97M-V/def2-TZVPD.

```
25
Properties=species:S:1:pos:R:3
O -1.466 0.388 -1.527
N 0.345 1.934 0.251
N -1.688 -1.605 -0.212
C 1.458 1.312 0.580
C -1.504 -0.188 -0.205
C 1.754 -1.254 -0.865
C -2.586 0.449 0.650
C 2.692 1.567 0.943
C 1.166 -0.856 0.489
H 3.418 0.779 1.095
H -2.520 0.092 1.678
H -0.474 1.265 0.231
H -2.302 0.195 -1.978
H 2.106 -2.289 -0.859
H -3.586 0.195 0.266
H 0.350 2.380 -0.662
H 2.598 -0.620 -1.139
H -2.651 -1.890 -0.372
H 1.933 -0.808 1.257
H 0.541 -1.668 0.889
H -1.077 -2.071 -0.869
H 3.020 2.590 1.100
H -2.509 1.537 0.651
H -0.030 -0.281 0.269
H 1.011 -1.151 -1.660
```

Values from the calculation:
Frontier orbital gap (alpha / beta)   8.1 / 8.1 eV
LUMO energy (alpha / beta)   0.510 / 0.509 eV



The structure with the greatest stability is model 1.